[1]
The following is a DFT calculation (wB97M-V/def2-TZVPD) of a 2-piece molecular cluster, C25H27F2Si overall at a distorted geometry.

CARTESIAN COORDINATES (ANGSTROEM)
1 C 1.5533 -4.1392 2.5478
2 Si 1.3566 -3.7819 0.7180
3 C 3.0406 -3.6348 -0.0739
4 C 0.4256 -5.2026 -0.0829
5 C 0.3038 -2.1972 0.4972
6 C 0.9745 -0.9789 -0.1140
7 C 0.5099 -0.4830 -1.3007
8 C 2.0359 -0.2904 0.6347
9 C 2.1761 -0.4392 2.0353
10 C 3.1375 0.2860 2.7406
11 C 4.0054 1.1490 2.0612
12 C 3.8947 1.2930 0.6708
13 C 2.9347 0.5676 -0.0346
14 H 0.5740 -4.2052 3.0433
15 H 2.0633 -5.1076 2.6617
16 H 2.1548 -3.3719 3.0532
17 H 2.9495 -3.4281 -1.1488
18 H 3.6422 -2.8380 0.3822
19 H 3.5751 -4.5889 0.0505
20 H 0.2849 -5.0256 -1.1585
21 H 1.0014 -6.1309 0.0443
22 H -0.5605 -5.3393 0.3834
23 H -0.5372 -2.5007 -0.1433
24 H -0.1128 -1.9612 1.4917
25 H 0.9467 0.4082 -1.7502
26 H -0.2115 -1.0671 -1.8727
27 H 1.5082 -1.1102 2.5827
28 H 3.2015 0.1717 3.8255
29 H 4.7712 1.7014 2.6107
30 H 4.5611 1.9693 0.1325
31 H 2.8769 0.6505 -1.1208
32 F -4.6212 3.3621 2.4444
33 C -3.8286 2.3782 1.8953
34 C -3.5560 1.2492 2.6668
35 C -2.7465 0.2527 2.0934
36 C -2.2126 0.4212 0.8302
37 C -2.4471 1.6005 0.0545
38 C -1.7698 1.7013 -1.1865
39 C -1.8493 2.7074 -2.1784
40 C -1.2953 2.3980 -3.4614
41 C -1.3953 3.2734 -4.5284
42 C -2.0713 4.4987 -4.3921
43 C -2.5710 4.8206 -3.1303
44 F -3.2573 6.0080 -2.9878
45 C -2.4192 4.0099 -2.0137
46 C -3.3589 2.5606 0.6022
47 H -3.9730 1.1440 3.6647
48 H -2.5384 -0.6615 2.6503
49 H -1.5877 -0.3545 0.3800
50 H -1.1636 0.8429 -1.4515
51 H -0.8009 1.4319 -3.5810
52 H -0.9544 3.0103 -5.4915
53 H -2.1954 5.1823 -5.2301
54 H -2.7275 4.3751 -1.0416
55 H -3.6974 3.4127 0.0254

Computed properties:
Total charge: +1
HOMO-LUMO gap (eV): 4.91

[2]
The following is a DFT calculation (wB97M-V/def2-TZVPD) of a 3-piece molecular cluster, C4H11NO2 overall at a distorted geometry.

CARTESIAN COORDINATES (ANGSTROEM)
1 C 1.4565 -0.6667 -2.6331
2 C 2.0066 -0.8718 -1.4423
3 C 1.4758 -0.1638 -0.2560
4 C 0.7689 -0.7623 0.7159
5 N -0.0429 -0.1203 1.6209
6 H 1.7626 -1.1804 -3.5086
7 H 0.4697 -0.2242 -2.7090
8 H 2.7043 -1.6715 -1.2034
9 H 1.6112 0.8881 -0.0085
10 H 0.8376 -1.8399 0.8426
11 H -0.0636 0.8870 1.6537
12 H -0.9563 -0.4730 1.8487
13 O 0.9858 3.8661 -1.1619
14 H 1.1083 2.9188 -1.3021
15 H 0.5543 4.1378 -1.9682
16 O -4.6626 -1.3527 2.9464
17 H -5.3302 -1.9828 2.6572
18 H -4.6861 -1.3882 3.9079

Computed properties:
SMILES: C=C/C=C/N.O.O
Energy above the lowest of the compared OMol25 structures with the same formula, charge and spin (kJ/mol): 271.94
HOMO-LUMO gap (eV): 8.66

[3]
The following is a DFT calculation (wB97M-V/def2-TZVPD) of C25H22BFeN4O4P as an isolated structure.

CARTESIAN COORDINATES (ANGSTROEM)
1 Fe 0.6429 1.0433 0.2200
2 O -1.0669 0.2558 1.4679
3 C -0.9753 0.1015 2.6859
4 C -0.0405 0.7618 3.5487
5 C -0.0058 0.3702 4.8923
6 C 0.8937 0.9388 5.7450
7 C 1.7883 1.9218 5.2912
8 C 1.7595 2.3260 3.9875
9 C 0.8490 1.7603 3.0556
10 O 0.8346 2.1715 1.8359
11 N 0.9371 0.5103 7.1438
12 O 0.1125 -0.3001 7.5207
13 O 1.8056 0.9848 7.8498
14 H -1.6721 -0.5985 3.1747
15 H -0.6867 -0.3873 5.2608
16 H 2.4909 2.3462 5.9949
17 H 2.4376 3.0859 3.6229
18 N -0.0034 0.1808 -2.7848
19 P -0.9286 0.0540 -1.3611
20 C -2.6021 0.5084 -1.8816
21 C -3.1964 1.6384 -1.3298
22 C -4.4638 2.0330 -1.7417
23 C -5.1359 1.2969 -2.7054
24 C -4.5470 0.1637 -3.2587
25 C -3.2854 -0.2328 -2.8461
26 C -1.0242 -1.7408 -1.1039
27 C 0.1140 -2.5194 -1.3130
28 C 0.1104 -3.8661 -0.9783
29 C -1.0266 -4.4391 -0.4266
30 C -2.1612 -3.6668 -0.2114
31 C -2.1603 -2.3198 -0.5425
32 C 1.1111 0.9984 -2.8609
33 C 1.8768 1.0421 -4.0298
34 C 2.9804 1.8593 -4.0699
35 C 3.3140 2.6295 -2.9586
36 C 2.5127 2.5277 -1.8499
37 N 1.4277 1.7346 -1.7887
38 H -0.2017 -0.3891 -3.5922
39 H -2.6677 2.2070 -0.5726
40 H -4.9252 2.9122 -1.3113
41 H -6.1259 1.5998 -3.0247
42 H -5.0764 -0.4135 -4.0061
43 H -2.8369 -1.1282 -3.2638
44 H 1.0150 -2.0752 -1.7185
45 H 1.0051 -4.4560 -1.1325
46 H -1.0261 -5.4871 -0.1556
47 H -3.0480 -4.1112 0.2234
48 H -3.0427 -1.7179 -0.3592
49 H 1.5990 0.4285 -4.8773
50 H 3.5873 1.8964 -4.9659
51 H 4.1770 3.2784 -2.9518
52 H 2.7278 3.0965 -0.9536
53 B 4.0239 -2.1609 -0.1945
54 C 2.9254 -1.0923 0.1259
55 N 2.0631 -0.3457 0.3160
56 H 4.6649 -1.7285 -1.1349
57 H 4.7158 -2.3052 0.7902
58 H 3.4300 -3.1822 -0.4953

Computed properties:
2S+1: 5
<S²>: 6.013
HOMO-LUMO gap (spin up / spin down) (eV): 8.43 / 8.50

[4]
The following is a DFT calculation (wB97M-V/def2-TZVPD) of C17H31CoN3P2 as an isolated structure at a distorted geometry.

CARTESIAN COORDINATES (ANGSTROEM)
1 P 1.9638 1.0410 -2.4473
2 P 1.4099 0.0793 0.2359
3 C 3.5413 0.5520 -1.4353
4 C 3.0864 -0.5602 -0.5329
5 H 3.8707 1.4684 -0.9119
6 H 4.2337 0.2918 -2.2387
7 H 2.9037 -1.4957 -1.1014
8 H 3.7768 -0.7649 0.2942
9 C 1.9857 1.0123 1.7194
10 H 1.2596 0.8294 2.5170
11 H 2.0724 2.0859 1.5588
12 H 2.9271 0.6050 2.1018
13 C 1.4067 -1.4634 1.4959
14 H 2.3756 -1.5516 2.0065
15 H 1.1413 -2.4414 1.0934
16 H 0.6637 -1.2476 2.2644
17 C 2.9319 2.0931 -3.4915
18 H 2.7027 3.1616 -3.2986
19 H 2.8597 1.7451 -4.5445
20 H 3.9860 1.9847 -3.1575
21 C 1.5413 -0.4161 -3.5199
22 H 1.2040 -1.2795 -2.9134
23 H 2.4790 -0.5925 -4.0732
24 H 0.7138 -0.1871 -4.2183
25 Co 0.6971 1.5205 -1.0736
26 C -1.9994 -1.3237 3.6721
27 C -1.7994 -0.2016 2.9412
28 C -1.9867 0.1631 1.4471
29 C -2.6805 -0.6677 0.3014
30 C -2.4985 -2.1715 0.2327
31 C -1.4558 -2.8453 0.7746
32 C -1.4575 -3.4134 2.1643
33 C -2.4452 -2.6394 3.0880
34 C -0.3220 2.0694 -2.8054
35 H -1.9505 -1.3805 4.7879
36 H -1.2636 0.5889 3.4798
37 H -0.9741 0.4481 1.0626
38 H -2.5528 1.1132 1.4168
39 H -3.7489 -0.3989 0.4098
40 H -2.3894 -0.2299 -0.7028
41 H -3.2237 -2.4952 -0.5338
42 H -0.5803 -3.0830 0.1731
43 H -0.4208 -3.4713 2.5221
44 H -1.8679 -4.4529 2.1613
45 H -3.3405 -2.5111 2.4521
46 H -2.6260 -3.2995 3.9616
47 H -1.2373 1.4822 -2.5942
48 H 0.0315 1.8608 -3.8271
49 H -0.5224 3.1546 -2.7156
50 N -0.7853 2.7077 -0.4143
51 C -1.8382 3.0765 -0.0187
52 N -2.9596 3.2146 0.6209
53 C -3.9612 3.8474 0.0474
54 N -4.8777 4.3882 -0.4343

Computed properties:
Energy above the lowest of the compared OMol25 structures with the same formula, charge and spin (kJ/mol): 16.09
2S+1: 4
<S²>: 3.798
HOMO-LUMO gap (spin up / spin down) (eV): 6.46 / 7.74

[5]
The following is a DFT calculation (wB97M-V/def2-TZVPD) of one molecule with the formula C8H9F3O4S.

CARTESIAN COORDINATES (ANGSTROEM)
1 O 3.3151 -0.1209 -1.2809
2 C 2.1754 0.0554 -0.9485
3 O 1.8193 0.9271 0.0056
4 C 1.0020 -0.6552 -1.5008
5 S -0.5919 0.1763 -1.2555
6 O -0.4553 1.5602 -1.6038
7 O -1.5777 -0.5920 -1.9620
8 C -0.9567 0.0260 0.5440
9 C -1.3540 1.3888 1.0679
10 C -1.4744 1.4914 2.5541
11 F -1.5971 2.7585 2.9979
12 C -1.4806 0.5294 3.4683
13 F -1.5857 0.7202 4.7758
14 F -1.3735 -0.7688 3.1988
15 C 1.1353 -1.4355 -2.7818
16 C 0.9473 -2.1621 -1.5014
17 H 2.5940 1.4330 0.3036
18 H -0.0524 -0.3426 1.0175
19 H -1.7513 -0.7097 0.6229
20 H -0.6064 2.1181 0.7397
21 H -2.3025 1.6973 0.6172
22 H 2.1106 -1.4372 -3.2459
23 H 0.2965 -1.3722 -3.4576
24 H -0.0218 -2.5949 -1.3034
25 H 1.7856 -2.6906 -1.0717

Computed properties:
SMILES: O=C(O)C1(S(=O)(=O)CCC(F)=C(F)F)CC1
HOMO-LUMO gap (eV): 10.24

[6]
The following is a DFT calculation (wB97M-V/def2-TZVPD) of C37H49N7O5S2Ti as an isolated structure at a distorted geometry.

CARTESIAN COORDINATES (ANGSTROEM)
1 Ti 0.9533 -0.0537 -0.7851
2 C 2.1557 2.1815 -2.6545
3 C 1.4922 3.4557 -2.0589
4 N 0.9485 3.1928 -0.7351
5 C 1.3971 4.0278 0.3664
6 C 1.9961 3.2138 1.5443
7 S 1.9585 1.3963 1.3817
8 C 3.6068 1.1666 0.6425
9 C 3.6591 1.7320 -0.7749
10 N 2.5411 1.2328 -1.5979
11 H 1.4703 1.6639 -3.3284
12 H 3.0308 2.4840 -3.2420
13 H 2.2439 4.2453 -1.9938
14 H 0.7285 3.8227 -2.7516
15 H -0.0583 3.1907 -0.7284
16 H 2.1539 4.7361 0.0207
17 H 0.5615 4.6161 0.7516
18 H 3.0440 3.4597 1.7109
19 H 1.4435 3.4198 2.4561
20 H 4.3492 1.6401 1.2859
21 H 3.7806 0.0967 0.6532
22 H 3.5938 2.8192 -0.7197
23 H 4.6215 1.4703 -1.2299
24 H 2.8941 0.3973 -2.0799
25 N -0.8495 1.0626 -1.5507
26 C -1.6530 -0.0266 -2.1331
27 C -2.6739 0.5093 -3.1573
28 C -3.4753 -0.4823 -4.0308
29 C -4.4915 -1.3818 -3.2893
30 N -3.9424 -2.4803 -2.5054
31 C -3.3299 -3.5457 -3.0230
32 N -2.7252 -4.3969 -2.1957
33 N -3.5125 -3.8789 -4.3062
34 C -0.6244 -1.0367 -2.7311
35 O -0.9804 -2.0230 -3.3488
36 O 0.6049 -0.7106 -2.5241
37 H -1.3309 1.5276 -0.7784
38 H -0.6862 1.7499 -2.2805
39 H -2.1757 -0.5298 -1.3255
40 H -2.1285 1.1641 -3.8454
41 H -3.3933 1.1281 -2.6117
42 H -2.7764 -1.1081 -4.5826
43 H -4.0426 0.1143 -4.7483
44 H -5.1829 -1.8127 -4.0181
45 H -5.0775 -0.7674 -2.6057
46 H -3.7267 -2.3252 -1.5290
47 H -2.4841 -4.0323 -1.2775
48 H -2.1392 -5.1214 -2.5717
49 H -3.8641 -3.1931 -4.9496
50 H -2.9566 -4.6172 -4.7003
51 O -2.0439 -2.1216 0.1948
52 C -1.1495 -1.5740 0.8464
53 O -0.2397 -0.8157 0.3925
54 H -1.1471 -1.7304 1.9375
55 O -1.6105 2.4225 0.9187
56 S -1.7897 1.2455 1.8275
57 C -3.4025 1.4890 2.6035
58 C -4.0173 2.7261 2.5412
59 C -5.2736 2.8840 3.1057
60 C -5.8987 1.8065 3.7179
61 C -5.2693 0.5702 3.7764
62 C -4.0129 0.4051 3.2148
63 C -0.8822 1.6191 3.3383
64 C -0.3683 0.5552 4.0631
65 C 0.3445 0.8064 5.2251
66 C 0.5281 2.1126 5.6546
67 C -0.0040 3.1701 4.9278
68 C -0.7093 2.9255 3.7596
69 H -3.5076 3.5452 2.0504
70 H -5.7643 3.8468 3.0633
71 H -6.8784 1.9286 4.1592
72 H -5.7597 -0.2668 4.2542
73 H -3.5082 -0.5531 3.2513
74 H -0.5187 -0.4595 3.7159
75 H 0.7612 -0.0173 5.7883
76 H 1.0864 2.3125 6.5590
77 H 0.1300 4.1891 5.2647
78 H -1.1220 3.7380 3.1742
79 C 1.5470 -4.5403 2.3412
80 C 1.9305 -4.8292 1.0386
81 C 2.1850 -3.8056 0.1431
82 C 2.0560 -2.4629 0.5233
83 C 1.7055 -2.1863 1.8482
84 C 1.4422 -3.2163 2.7389
85 N 2.3037 -1.4520 -0.4316
86 C 3.5341 -1.6244 -1.0965
87 C 3.6900 -1.3936 -2.4728
88 C 4.9526 -1.3773 -3.0552
89 C 6.0857 -1.6191 -2.2990
90 C 5.9426 -1.9335 -0.9532
91 C 4.6933 -1.9414 -0.3624
92 H 1.3405 -5.3401 3.0392
93 H 2.0362 -5.8583 0.7195
94 H 2.4823 -4.0301 -0.8743
95 H 1.6501 -1.1542 2.1721
96 H 1.1726 -2.9836 3.7624
97 H 2.8048 -1.3130 -3.0934
98 H 5.0451 -1.1789 -4.1154
99 H 7.0679 -1.5779 -2.7485
100 H 6.8157 -2.1571 -0.3540
101 H 4.5962 -2.1781 0.6904

Computed properties:
Energy above the lowest of the compared OMol25 structures with the same formula, charge and spin (kJ/mol): 100.38
2S+1: 2
Total charge: +1
<S²>: 0.754
HOMO-LUMO gap (spin up / spin down) (eV): 7.41 / 7.52

no.,molar mass (g mol⁻¹),calculated total energy (eV)
1,393.6,-39668.5419
2,105.1,-9909.4235
3,540.1,-84783.9002
4,398.3,-78798.1294
5,258.2,-35617.8516
6,783.8,-104617.4835